Entry 1:
The following is a DFT calculation (ωB97M-V with the def2-TZVPD basis set) of C16H26N6O6PbS as an isolated structure in a non-equilibrium geometry.

Structure (XYZ):
```
56
Properties=species:S:1:pos:R:3:forces:R:3
O 2.156533 -0.756289 -4.992086 0.8 -0.3 -0.4
H 2.928567 -0.668570 -5.579506 -0.5 0.0 0.5
Pb 0.559063 -0.634504 -0.339442 -0.4 0.0 0.1
N -0.786920 -2.266224 0.411588 -3.2 -1.0 -1.4
N -0.960720 -0.907318 -1.927024 -3.5 -2.3 -0.2
N 1.779092 -0.228934 1.521487 0.7 0.1 0.4
N 2.106126 0.863171 -0.894309 1.6 0.5 -0.5
O -0.746033 -2.665358 1.648485 0.4 -0.2 0.3
O 1.464991 -0.751391 2.795405 -0.1 0.1 0.1
O 2.168305 1.471692 -2.202593 -0.2 0.2 0.7
O -0.942772 -0.328183 -3.072079 0.3 0.2 0.2
C -1.964165 -1.803115 -1.597606 2.8 3.1 -2.2
C -1.919460 -2.454185 -0.346739 3.5 0.2 3.3
C 2.508792 0.903223 1.460232 -0.9 -0.9 -0.8
C 2.652498 1.515492 0.159002 -0.7 -1.1 -0.3
C -2.945706 -3.298992 0.260935 -0.9 -0.4 0.1
H -3.328372 -2.893024 1.201570 0.2 0.2 -0.1
H -2.541795 -4.279333 0.520385 0.1 0.0 0.0
H -3.774322 -3.425184 -0.420262 -0.3 -0.2 -0.1
C -2.973517 -1.906545 -2.644444 -0.7 -0.3 -0.5
H -2.508818 -2.191266 -3.589245 0.1 -0.1 -0.1
H -3.428290 -0.933964 -2.840191 0.0 0.1 0.0
H -3.743510 -2.616013 -2.397439 -0.4 -0.3 0.0
C 3.159963 1.409928 2.674079 0.4 0.6 0.8
C 3.398362 2.756257 -0.070540 0.4 0.9 -0.1
H 3.213479 0.622370 3.424934 0.0 0.1 -0.1
H 2.639346 2.254878 3.131013 -0.1 0.0 0.0
H 4.167911 1.756673 2.460317 0.1 0.0 -0.1
H 3.010400 3.218171 -0.977983 0.1 0.1 0.1
H 4.460748 2.551090 -0.230272 0.0 0.0 -0.1
H 3.341803 3.472183 0.749200 -0.1 -0.1 0.1
H 0.776334 -1.457817 2.651532 0.7 0.6 -0.4
H 1.589422 0.940653 -2.803527 0.6 0.1 0.8
C 2.443899 -1.690907 -3.944841 -0.4 0.3 0.1
H 1.455467 -2.035064 -3.630253 0.2 -0.2 0.1
H 2.924067 -1.174292 -3.104954 0.0 -0.1 0.0
H 3.061511 -2.557934 -4.224149 -0.2 0.3 -0.2
O 2.074957 -2.721928 0.038742 0.4 -0.1 0.1
H 2.621641 -2.449802 0.796589 -0.3 -0.1 -0.3
H 1.418233 -3.340810 0.387442 0.0 0.0 0.2
N -0.707224 2.553049 -1.589380 0.2 -1.3 0.5
C -1.278262 2.321114 -0.382571 1.0 -0.7 -0.5
N -1.058228 1.235961 0.331827 0.1 0.5 -0.9
C -1.697537 1.304231 1.554651 -0.2 0.8 -0.5
C -1.659530 0.331004 2.527108 -0.3 -0.5 0.8
C -2.338016 0.552691 3.734315 0.0 0.6 -1.0
C -3.061993 1.753871 3.904456 -0.1 -0.1 0.3
C -3.112906 2.739672 2.907286 0.7 -1.0 -0.4
C -2.406722 2.497782 1.720392 -0.7 0.0 1.5
S -2.282352 3.532979 0.324992 -0.1 -0.2 0.4
H -0.933169 3.392119 -2.080282 0.0 0.0 -0.4
H -0.276577 1.743231 -2.070561 -0.7 1.0 0.1
H -1.138729 -0.605779 2.312392 -0.3 0.3 0.3
H -2.303172 -0.209887 4.505934 -0.1 0.2 0.0
H -3.606565 1.901918 4.846233 0.2 0.0 -0.5
H -3.656126 3.657213 2.989754 -0.3 0.3 0.4
```
Positions in Å, forces in eV/Å.

Results
**2S+1**: 1
**E**: -1995.97482 a.u.
**LUMO energy (alpha / beta)**: -0.012 / -0.016 Ha
**ΔE to the lowest compared entry with this formula, charge and spin**: 36.3 kcal per mole
**HOMO level (alpha / beta)**: -6.30 / -6.38 eV



Entry 2:
The following is a DFT calculation (ωB97M-V with the def2-TZVPD basis set) of an isolated ion of composition C6H13N4 and charge +1 in a non-equilibrium geometry.

Structure (XYZ):
```
23
Properties=species:S:1:pos:R:3:forces:R:3
C -0.372209 -0.466952 -0.217176 2.1 -1.2 0.8
C -2.427237 0.563924 0.712370 -0.4 -1.1 0.4
C -2.651541 -0.951580 -1.214860 2.3 -1.3 -2.4
C 2.545798 -1.908971 1.232726 -1.4 -1.8 1.2
C 1.913856 2.442676 -0.591670 3.1 0.9 3.5
C -1.693271 0.024234 -0.572665 0.5 2.6 0.3
N 0.519015 -1.154970 0.195791 -1.6 0.9 -0.4
N 2.251731 0.264270 0.134119 2.9 2.7 0.4
N 1.857800 -0.908590 0.466634 -3.5 -1.3 -1.0
N 1.512395 1.128421 -0.309881 -2.9 -3.5 -0.3
H -3.433023 0.865614 0.307914 0.9 -0.4 1.0
H -2.016026 1.331218 1.360324 0.5 0.6 -0.8
H -2.436493 -0.295812 1.464235 -0.7 0.8 -1.3
H -2.320473 -1.076181 -2.290601 -0.3 -0.4 1.2
H -3.646107 -0.614228 -1.314357 -1.0 0.7 0.5
H -2.581242 -1.894373 -0.684098 -0.4 -0.2 -0.1
H 2.676493 -2.885714 0.774595 0.0 0.3 -1.1
H 3.462843 -1.480641 1.396836 2.3 0.7 0.9
H 2.022221 -2.249181 2.179523 0.4 1.4 -0.8
H 1.440723 3.084031 0.165797 -0.1 -0.1 -0.3
H 3.010705 2.532257 -0.361168 -0.8 0.1 -0.5
H 1.708078 2.818369 -1.526371 -0.7 0.3 -2.2
H -1.344028 0.832169 -1.308017 -1.1 -0.6 0.9
```
Positions in Å, forces in eV/Å.

Results
**2S+1**: 1
**E**: -455.01866 a.u.
**Total charge**: +1
**LUMO energy**: -0.159 Ha
**ΔE to the lowest compared entry with this formula, charge and spin**: 120.4 kcal per mole
**HOMO level**: -13.93 eV



Entry 3:
The following is a DFT calculation (ωB97M-V with the def2-TZVPD basis set) of C31H25IN7Pt as an isolated structure in a non-equilibrium geometry.

Structure (XYZ):
```
65
Properties=species:S:1:pos:R:3:forces:R:3
Pt -0.894359 0.864935 1.204628 0.3 0.3 1.1
C -2.349643 2.881672 4.727070 0.0 -0.3 0.2
C -2.458909 1.839508 5.648993 0.0 0.2 -0.4
C -2.082278 0.566401 5.273280 0.1 0.1 -0.2
C -1.589428 0.340148 3.986804 0.0 0.5 0.1
N -1.518664 1.365209 3.090668 -0.1 -0.4 0.3
C -1.888295 2.592631 3.461088 0.0 0.2 0.0
C -1.097043 -0.927204 3.473644 0.3 -0.6 -0.3
C -0.984693 -2.099845 4.225573 -0.2 0.4 -0.1
C -0.477303 -3.245402 3.643739 0.0 -0.2 0.1
C -0.058995 -3.230471 2.322425 -0.1 0.1 -0.1
C -0.159649 -2.067171 1.567860 0.0 -0.3 0.1
C -0.679006 -0.914903 2.127215 0.1 0.9 -0.3
H -2.602944 3.894200 4.995918 -0.1 0.1 0.0
H -2.839798 2.026566 6.640437 0.0 0.0 0.1
H -2.162214 -0.246499 5.977702 0.0 -0.1 0.0
H -1.810553 3.364746 2.701991 0.0 -0.1 0.1
H -1.288014 -2.107777 5.261617 0.0 -0.1 0.1
H -0.402336 -4.153218 4.224362 0.0 0.0 0.0
H 0.343178 -4.123794 1.870858 0.1 -0.1 0.0
H 0.173116 -2.078385 0.540027 0.1 0.0 -0.1
I -5.936952 -0.773821 4.090345 0.3 0.3 -0.4
C -4.891263 0.284709 2.627762 -0.4 0.0 0.5
C -5.000106 1.629807 2.339058 -0.1 -0.3 0.3
N -4.104728 1.875522 1.366822 -0.2 -0.1 0.1
N -3.429067 0.778405 1.014521 -0.5 -0.2 -0.8
C -3.895834 -0.204336 1.771214 -0.3 0.5 -0.1
H -5.625899 2.391431 2.760148 -0.1 0.1 0.0
H -3.940034 2.753313 0.900225 0.1 -0.1 0.0
H -3.509215 -1.202112 1.687485 0.1 -0.1 0.0
C -0.055853 4.142069 -2.119789 -0.1 -0.2 0.2
C -1.207402 3.365771 -2.185305 0.2 0.2 0.0
C -1.643010 2.720623 -1.046484 -0.2 0.2 0.0
N -1.028276 2.829213 0.138606 0.2 -0.2 -0.2
C 0.057042 3.607995 0.204189 0.0 0.2 0.1
C 0.585981 4.259539 -0.896235 -0.1 0.0 0.0
H 0.327127 4.631598 -3.001635 0.1 0.1 -0.1
H -1.745117 3.244350 -3.111336 -0.1 0.0 -0.1
H -2.515994 2.080982 -1.076127 0.0 -0.1 0.1
H 0.515750 3.719823 1.180137 0.0 -0.2 0.0
H 1.494808 4.828943 -0.787579 0.0 0.1 0.0
N 2.474622 -2.509551 -4.062958 0.0 0.2 0.1
C 3.635400 -2.839671 -4.715811 0.6 0.6 0.6
C 3.934078 -3.776228 -5.680907 0.5 -0.4 -0.6
C 5.254851 -3.836857 -6.122378 -0.9 -0.1 0.1
C 6.243520 -3.005649 -5.594131 0.1 0.3 0.2
C 5.959287 -2.078250 -4.613651 -0.2 -0.1 0.0
C 4.635236 -1.986774 -4.156362 -0.3 -1.1 -1.0
N 4.081895 -1.202788 -3.214231 -1.7 0.8 1.0
C 2.775551 -1.505815 -3.168968 2.5 -0.7 -1.3
C 1.840999 -0.881457 -2.313112 -1.9 1.2 1.7
C 2.275520 0.044512 -1.325761 0.1 -1.0 -1.2
C 1.374175 0.608817 -0.478124 -0.9 0.2 0.2
N 0.036303 0.333876 -0.502409 1.3 -1.0 -0.9
C -0.398215 -0.505676 -1.477558 -0.3 0.9 1.0
C 0.436477 -1.107204 -2.373277 1.5 0.0 -0.5
H 1.578096 -2.941838 -4.207723 0.1 0.0 0.0
H 3.181141 -4.439629 -6.079990 0.0 0.0 -0.1
H 5.514884 -4.537541 -6.900960 0.0 -0.1 0.0
H 7.250144 -3.096379 -5.972304 0.1 0.0 0.0
H 6.718609 -1.430164 -4.211282 0.1 0.1 0.1
H 3.326622 0.274684 -1.263537 0.1 0.0 0.1
H 1.700823 1.321802 0.272522 -0.1 -0.2 0.0
H -1.468147 -0.671583 -1.517094 0.0 0.0 0.1
H 0.014005 -1.735807 -3.141914 -0.1 -0.1 0.0
```
Positions in Å, forces in eV/Å.

Results
**2S+1**: 1
**E**: -1996.46877 a.u.
**Total charge**: +1
**LUMO energy**: -0.120 Ha
**HOMO level**: -10.37 eV



Entry 4:
The following is a DFT calculation (ωB97M-V with the def2-TZVPD basis set) of C29H21Br2ClIrN4O4 as an isolated structure in a non-equilibrium geometry.

Structure (XYZ):
```
62
Properties=species:S:1:pos:R:3:forces:R:3
Ir 0.162873 -0.318085 1.392507 1.5 0.2 1.0
C -2.072178 -2.467134 3.240220 -0.3 -0.1 0.5
O -1.364820 -2.213944 2.030534 0.0 0.0 -0.4
C -1.943143 -2.614846 0.851020 0.1 0.1 -0.3
C -2.555601 -3.843617 0.675519 0.1 0.1 0.1
C -3.104511 -4.177943 -0.553203 0.0 0.2 0.0
C -3.087673 -3.263316 -1.599034 0.0 -0.1 0.0
C -2.485813 -2.035388 -1.446258 0.2 0.1 0.1
C -1.859186 -1.701688 -0.234370 -0.7 -0.6 0.0
N -1.205213 -0.519697 -0.047105 1.0 -0.2 1.5
N -1.372224 0.475702 -0.873417 -0.5 0.5 -2.0
C -1.325527 1.753510 -0.541378 0.2 -0.5 1.3
C -1.066984 2.189374 0.834142 -0.4 0.9 -1.2
O -0.949498 1.346790 1.794058 0.5 -1.1 0.9
C -0.929353 3.576487 1.075634 -0.1 0.1 0.2
C -1.083357 4.502504 0.090629 0.1 -0.1 0.5
C -1.447273 4.119002 -1.226346 -0.1 -0.5 -0.6
C -1.708076 5.078432 -2.214360 -0.1 0.0 0.1
C -2.154901 4.705569 -3.462178 0.1 -0.1 0.1
C -2.319404 3.350305 -3.763401 0.0 0.1 0.0
C -2.017906 2.386615 -2.830538 0.1 0.0 0.2
C -1.576830 2.742786 -1.543834 -0.1 0.7 -0.6
H -2.153374 -3.538091 3.436005 0.1 0.1 0.0
H -3.073683 -2.028851 3.205725 0.1 0.0 -0.1
H -1.490722 -1.992475 4.028751 0.0 -0.1 0.0
H -2.613226 -4.552391 1.485923 0.0 0.0 0.2
H -3.547279 -5.151344 -0.689400 -0.1 -0.1 0.0
H -3.545950 -3.519635 -2.538938 0.0 0.0 -0.2
H -2.453777 -1.320295 -2.251304 0.0 0.1 -0.1
H -0.708710 3.864631 2.090985 0.1 0.1 0.1
H -0.953478 5.552260 0.298943 0.0 0.2 0.1
H -1.582712 6.123827 -1.967482 0.0 0.1 0.0
H -2.380784 5.455829 -4.204590 0.0 0.1 0.0
H -2.701856 3.065426 -4.729449 0.0 -0.1 -0.2
H -2.131418 1.340797 -3.062588 -0.1 -0.1 0.0
Br 3.857273 3.166253 -3.144779 -0.1 -0.2 0.3
C 3.083373 2.233301 -1.694209 -0.1 0.1 0.1
C 2.713914 2.918051 -0.542442 0.2 -0.2 -0.3
C 2.095106 2.198680 0.462272 0.1 0.2 0.0
N 1.861429 0.900540 0.366487 -0.3 -0.5 0.0
C 2.274667 0.207814 -0.704763 0.2 0.8 -0.1
C 2.881493 0.860071 -1.775484 0.0 -0.1 0.1
C 2.084772 -1.250728 -0.627312 0.0 -0.5 -0.2
C 2.633101 -2.116429 -1.565769 -0.1 0.0 0.2
C 2.464693 -3.484371 -1.407425 -0.1 -0.1 0.1
Br 3.098523 -4.672240 -2.732072 -0.1 0.2 0.3
C 1.815395 -3.960796 -0.273637 0.2 0.2 -0.3
C 1.297847 -3.035700 0.610242 0.0 -0.4 0.1
N 1.381893 -1.725105 0.421954 -0.6 0.4 -0.3
H 2.903333 3.971275 -0.428896 0.0 0.1 0.0
H 1.785971 2.677567 1.379259 -0.1 0.0 0.1
H 3.193269 0.332399 -2.662245 0.0 -0.1 0.0
H 3.187548 -1.741875 -2.409878 0.0 0.1 0.0
H 1.699743 -5.015963 -0.093760 0.0 -0.1 0.1
H 0.801997 -3.358121 1.512673 -0.2 0.0 0.0
Cl 3.541116 0.791683 5.018798 0.1 0.3 0.1
C 3.035156 -0.866425 4.680988 -0.4 -0.3 -0.7
C 2.489491 -0.915273 3.225691 2.6 -0.8 1.2
O 3.195185 -1.317967 2.322799 0.1 0.0 -0.2
O 1.293650 -0.518801 3.161675 -3.3 0.9 -1.4
H 2.234304 -1.127492 5.371610 0.2 0.0 0.0
H 3.899325 -1.521454 4.776803 -0.1 0.1 0.0
```
Positions in Å, forces in eV/Å.

Results
**2S+1**: 5
**E**: -7349.95257 a.u.
**Total charge**: +1
**LUMO energy (alpha / beta)**: -0.134 / -0.196 Ha
**HOMO level (alpha / beta)**: -9.70 / -11.37 eV